C15H17BrN4O3S2 | ωB97M-V with the def2-TZVPD basis set

Cartesian coordinates (Å):
O: -4.70 -2.31 -0.84
C: -3.75 -1.48 -0.74
N: -2.63 -1.32 -1.58
C: -1.62 -0.67 -1.51
N: -0.65 -1.02 -2.45
N: 0.28 -0.10 -2.04
C: 0.06 0.70 -0.98
S: -1.41 0.70 -0.47
S: 1.24 2.11 -0.64
O: 0.74 2.50 0.67
O: 1.44 3.19 -1.60
N: 2.59 1.42 -0.31
C: 2.84 0.51 0.97
C: 2.16 -0.59 1.21
C: 2.88 -1.81 0.32
C: 3.06 -1.56 -0.91
H: 2.23 -1.44 -1.48
C: 4.12 -0.47 -1.20
C: 3.66 1.10 -1.38
H: 2.92 1.16 -2.10
H: 4.32 1.72 -1.45
H: 4.82 -0.37 -0.36
H: 4.63 -0.46 -2.19
H: 3.44 -2.40 -1.30
H: 2.30 -2.54 0.31
H: 3.93 -1.93 0.94
H: 1.14 -0.77 0.77
H: 2.08 -0.78 2.20
H: 2.27 1.34 1.90
H: 3.92 0.57 1.40
H: -2.77 -1.98 -2.36
C: -4.00 -0.49 0.24
C: -3.56 -0.79 1.68
C: -3.71 -0.04 2.67
C: -4.22 1.29 2.46
C: -4.54 1.93 1.22
C: -4.45 0.82 -0.02
Br: -5.00 1.33 -1.35
H: -4.99 2.75 1.00
H: -4.38 2.20 3.36
H: -3.31 -0.28 3.85
H: -3.35 -1.75 2.08

Computed properties:
* electronic energy: -119629.1390 eV
* ΔE to the lowest compared entry with this formula, charge and spin: 393.6 kcal per mole
* charge: 0
* HOMO level: -0.3244 Eh